C46H47AsI2IrNO7PS as an isolated structure, computed with ωB97M-V with the def2-TZVPD basis set.

As for the net charge: +2. Its spin multiplicity is 2. As for the LUMO energy (spin up / spin down): -7.36 / -7.74 eV. The value obtained for the relative energy (zero: lowest compared OMol25 entry of this formula, charge and spin) is 106.6 kcal/mol. Its energy is -6036.9131 hartree.

Each line ends with the Löwdin charge.
Positions of all 107 atoms, in Å:
Ir  -0.1367  0.2540  -0.1797  1.239
I  3.8418  -0.6401  -0.0497  1.036
I  0.6342  -2.3263  0.4782  1.446
As  -1.8181  0.2105  -6.6105  1.337
S  -0.7506  -3.1186  4.5783  0.639
P  -0.6023  -0.9274  -2.2883  0.974
O  -1.2253  0.2245  1.7821  -0.049
O  -1.5342  -4.1642  3.9987  -0.263
O  -1.8140  1.0059  -1.1672  -0.290
O  0.9389  0.2895  1.6641  -0.241
O  -5.4713  3.7986  -2.0280  -0.011
O  -0.6289  -2.8928  5.9842  -0.249
O  0.2326  2.2343  0.1519  -0.131
N  -1.3270  -1.7327  3.9281  -0.133
C  0.1248  1.2003  -8.4459  -0.122
C  -1.8913  3.2218  -0.1278  -0.100
C  -4.0466  -3.7186  -1.0914  -0.034
C  -1.0520  0.1229  -3.7173  -0.346
C  3.2206  -1.6248  -3.3549  -0.113
C  2.4265  0.5006  -7.0788  -0.082
C  -1.4374  -0.7588  -4.8984  -0.409
C  -1.2772  2.8822  -5.3998  -0.118
C  -3.8166  3.8437  -5.9801  -0.091
C  -4.2946  -2.4013  -1.4528  -0.038
C  2.5224  1.1599  -8.2943  -0.073
C  0.8895  -3.2460  3.9101  -0.281
C  3.4806  -3.5201  2.9154  -0.331
C  -2.6862  4.3860  0.0590  0.011
C  -6.0130  2.8402  -2.9338  -0.021
C  -2.7524  -4.2176  -1.1401  -0.046
C  2.7194  -2.0950  0.9712  -0.987
C  2.4087  -4.1713  2.3052  -0.157
C  4.8829  -3.6794  2.3999  -0.019
C  -0.5959  3.1831  0.3930  -0.316
C  1.1808  0.1982  -6.5430  -0.119
C  -2.8813  4.6765  -5.3858  -0.076
C  -3.8659  4.5506  -0.5716  0.036
C  -1.9437  -2.0661  -1.8851  -0.372
C  -0.0058  0.3030  3.8708  -0.056
C  3.1757  -2.8374  -4.0296  -0.039
C  1.1156  -4.0379  2.7942  -0.189
C  -3.4859  2.5236  -6.2683  -0.137
C  0.0148  0.5480  -7.2186  -0.414
C  -2.2164  2.0270  -5.9775  -0.414
C  1.3667  1.5087  -8.9788  -0.067
C  -1.7044  -3.4006  -1.5352  -0.172
C  -0.1229  0.2990  2.3880  -0.646
C  -4.3261  3.5409  -1.4488  -0.261
C  0.8111  -3.0033  -3.6011  -0.090
C  1.9439  -2.6036  4.5481  -0.037
C  -0.0279  4.2901  1.2200  0.029
C  -1.1865  -0.4206  4.5066  -0.186
C  3.2262  -2.7312  4.0403  -0.020
C  2.0634  -1.1032  -2.8013  -0.224
C  -3.6034  2.3737  -1.6438  0.072
C  -2.3975  2.1754  -0.9652  -0.251
C  -1.6110  4.1931  -5.0934  -0.074
C  0.8567  -1.7943  -2.9059  -0.422
C  -3.2525  -1.5783  -1.8440  -0.072
C  1.9725  -3.5198  -4.1572  -0.039
H  3.3258  0.2194  -6.5430  0.101
H  2.1017  -0.1460  -2.2901  0.040
H  1.1475  -0.3278  -5.5972  0.069
H  -0.8688  4.8524  -4.6595  0.107
H  0.2111  5.1478  0.5873  0.118
H  1.7621  -2.0401  5.4566  0.129
H  -2.3172  -1.3613  -4.6786  0.058
H  -4.8622  -4.3592  -0.7819  0.123
H  -2.1176  0.1291  4.3626  0.136
H  2.7327  -1.8964  2.0370  -0.020
H  -4.4718  5.4367  -0.4441  0.138
H  -1.7853  -1.8351  3.0358  0.108
H  -5.3204  2.6625  -3.7530  0.081
H  3.4930  1.3942  -8.7123  0.111
H  -5.3050  -2.0145  -1.4297  0.119
H  0.2910  -4.5836  2.3513  0.104
H  4.0519  -2.2436  4.5476  0.137
H  -1.8351  0.8211  -3.4489  0.065
H  2.5951  -4.8259  1.4607  0.135
H  4.9372  -4.4385  1.6209  0.095
H  1.9326  -4.4532  -4.7028  0.121
H  -6.2428  1.9112  -2.4082  0.105
H  0.0686  1.3345  4.2315  0.149
H  -0.7703  1.4693  -8.9960  0.102
H  -0.1216  -3.5327  -3.7391  0.112
H  -6.9272  3.2841  -3.3103  0.108
H  4.0769  -3.2450  -4.4692  0.121
H  -4.2155  1.8821  -6.7509  0.092
H  0.8883  3.9496  1.6944  0.101
H  -3.9788  1.5947  -2.2920  0.105
H  5.2591  -2.7396  1.9887  0.070
H  -0.7447  4.6180  1.9722  0.101
H  -3.1299  5.7095  -5.1760  0.111
H  -2.5584  -5.2508  -0.8809  0.122
H  -0.2626  2.5426  -5.2326  0.095
H  -2.3179  5.1733  0.7027  0.123
H  -0.6341  -1.4476  -5.1645  0.044
H  -4.7982  4.2237  -6.2370  0.112
H  -0.7091  -3.8189  -1.5920  0.053
H  0.9365  -0.1917  4.1097  0.116
H  5.5603  -3.9702  3.2040  0.104
H  3.1251  -3.0725  0.7342  -0.025
H  -3.4584  -0.5540  -2.1155  0.088
H  4.1539  -1.0844  -3.2616  0.100
H  -0.1512  0.6979  -3.9333  0.081
H  1.4330  2.0147  -9.9336  0.113
H  -1.0222  -0.5079  5.5797  0.129

=====

A 2-piece molecular cluster, C3H7OS overall, computed with ωB97M-V with the def2-TZVPD basis set.

As for the net charge: -1. As for the LUMO energy: 4.19 eV. The value obtained for the relative energy (zero: lowest compared OMol25 entry of this formula, charge and spin) is 25.8 kcal/mol. Its energy is -591.9271 hartree.

Each line ends with the Löwdin charge.
Positions of all 12 atoms, in Å:
S  1.5430  -0.9480  -0.7587  0.118
O  -0.1824  1.4000  0.5685  -0.088
C  1.5951  -1.6112  0.9627  -0.674
C  -1.1068  1.5930  -0.4004  -0.331
C  -1.6885  0.6766  -1.1635  -0.038
H  1.2234  -2.6374  0.9360  -0.024
H  0.5422  0.8189  0.2419  -0.044
H  -1.6233  2.5404  -0.2863  0.085
H  -2.6045  0.9694  -1.6668  0.026
H  0.9743  -0.9580  1.5854  -0.021
H  2.5641  -1.5907  1.4684  -0.016
H  -1.2366  -0.2529  -1.4871  0.008

=====

A 2-piece molecular cluster, C2H9N4 overall, computed with ωB97M-V with the def2-TZVPD basis set.

As for the net charge: +1. As for the LUMO energy: -4.89 eV. The value obtained for the relative energy (zero: lowest compared OMol25 entry of this formula, charge and spin) is 24.8 kcal/mol. Its energy is -300.3798 hartree.

Each line ends with the Löwdin charge.
Positions of all 15 atoms, in Å:
N  -0.0214  -0.7884  -1.7310  0.133
N  0.9512  -1.0219  0.3426  0.076
N  0.9076  1.7301  0.9224  0.186
N  -1.4031  -1.0935  0.1715  0.122
C  -0.2227  2.1473  0.5225  0.148
C  -0.1845  -1.0018  -0.4937  -0.634
H  1.7627  -1.2547  -0.2296  0.122
H  0.8698  -1.6979  1.0956  0.112
H  1.6388  2.3964  1.1545  0.155
H  -0.9124  -0.7419  -2.2143  0.057
H  -0.3913  3.2110  0.4011  0.124
H  -1.0048  1.4242  0.3122  0.095
H  1.1486  0.6995  0.8647  0.099
H  -1.3913  -1.5640  1.0599  0.095
H  -2.1650  -1.3775  -0.4304  0.110